Entry 1:
Molecular formula: H10IO5
Method: DFT, ωB97M-V/def2-TZVPD

Results
* total charge: -1
* E_HOMO: -5.057 eV
* multiplicity: 1
* largest force on an atom: 3.8 eV Å⁻¹
* relative energy (zero: lowest compared OMol25 entry of this formula, charge and spin): 11.33 kcal per mole

Each line ends with the Mulliken charge.
CARTESIAN COORDINATES (ANGSTROEM)
I -17.87372 16.47346 -13.27367  -0.7478
O -19.23379 14.08951 -11.06123  -0.5991
H -19.21538 14.68468 -11.83606  0.2692
H -20.01914 14.34556 -10.58070  0.2776
O -14.65096 15.54019 -11.65902  -0.5817
H -15.23870 15.67372 -10.91036  0.3388
H -15.25222 15.53264 -12.42417  0.2150
O -17.15213 13.34638 -14.73016  -0.6373
H -17.55037 14.22007 -14.66798  0.2547
H -16.71709 13.21189 -13.88449  0.3313
O -14.44309 17.35034 -13.99772  -0.5870
H -15.34741 17.23627 -13.93450  0.2459
H -14.05248 16.61786 -14.49090  0.3029
O -15.96570 17.81987 -10.38734  -0.6034
H -16.53271 17.41432 -11.03288  0.2421
H -16.33967 18.71297 -10.42546  0.2788



Entry 2:
Molecular formula: H10IO5Zn
Method: DFT, ωB97M-V/def2-TZVPD

Results
* total charge: +2
* E_HOMO (spin up / spin down): -18.141 / -17.786 eV
* multiplicity: 2
* largest force on an atom: 0.7 eV Å⁻¹
* relative energy (zero: lowest compared OMol25 entry of this formula, charge and spin): 1.16 kcal per mole

Each line ends with the Löwdin spin population.
CARTESIAN COORDINATES (ANGSTROEM)
Zn -0.40084 0.34902 0.04535  0.0187
I -2.16499 2.43750 0.28252  0.9642
O -1.66570 -1.27796 0.18393  0.0061
H -1.63941 -1.96807 0.84672  0.0000
H -2.41192 -1.50600 -0.37049  0.0003
O 1.23504 -1.08589 -0.05168  0.0002
H 1.61948 -1.34151 -0.89019  0.0000
H 1.87722 -1.36385 0.60144  0.0000
O -0.45314 -0.08137 -2.00043  -0.0010
H -0.72427 0.36870 -2.80053  -0.0002
H 0.12847 -0.77889 -2.30278  0.0000
O 1.28953 1.57520 -0.23428  0.0126
H 1.67321 1.83498 -1.07186  -0.0001
H 1.85919 1.97277 0.42425  0.0000
O -0.17868 0.31718 2.07080  -0.0001
H 0.65170 -0.00147 2.42458  -0.0001
H -0.69496 0.54960 2.84260  -0.0004



Entry 3:
Molecular formula: H10O3Si4
Method: DFT, ωB97M-V/def2-TZVPD

Results
* E_HOMO: -10.593 eV
* multiplicity: 1
* largest force on an atom: 4.0 eV Å⁻¹
* relative energy (zero: lowest compared OMol25 entry of this formula, charge and spin): 4.55 kcal per mole
* structure (SMILES): [SiH3]O[SiH](O[SiH3])O[SiH3]

Each line ends with the Mulliken charge.
CARTESIAN COORDINATES (ANGSTROEM)
Si 1.37917 -2.22551 -0.31221  0.3245
O 0.67262 -1.36086 0.95599  -0.1134
Si -0.25522 -0.01403 1.09342  0.2762
O -1.35609 -0.07199 -0.09966  0.1654
Si -2.85367 0.10803 -0.51407  0.1443
O 0.78284 1.27017 0.91544  0.1286
Si 1.61527 2.11803 -0.09386  0.1775
H 0.35683 -1.92071 -1.37751  -0.0936
H 1.60202 -3.62039 0.39207  -0.0740
H 2.73461 -1.71158 -0.36932  -0.0973
H -0.62581 0.20181 2.45282  -0.1535
H -3.12513 1.53460 -0.94304  -0.1020
H -3.64687 -0.27470 0.59566  -0.1242
H -2.80665 -0.83824 -1.69143  -0.1069
H 2.73684 1.29782 -0.75673  -0.1266
H 0.68548 2.25503 -1.14038  -0.1357
H 2.10379 3.25252 0.89282  -0.0895



Entry 4:
Molecular formula: H10O4S2
Method: DFT, ωB97M-V/def2-TZVPD

Results
* E_HOMO: -8.954 eV
* multiplicity: 1
* largest force on an atom: 1.7 eV Å⁻¹
* relative energy (zero: lowest compared OMol25 entry of this formula, charge and spin): 23.61 kcal per mole
* structure (SMILES): SS.O.O.O.O

Each line ends with the Mulliken charge.
CARTESIAN COORDINATES (ANGSTROEM)
S 3.63397 0.71637 -2.78742  -0.1695
S 3.13084 -0.65352 -1.25578  -0.1807
H 4.94936 0.87410 -2.70352  0.1439
H 4.07705 -0.07940 -0.45032  0.1795
O -2.70992 -1.90833 -0.79828  -0.6491
H -1.98948 -2.39151 -0.38629  0.3216
H -2.60874 -2.12660 -1.73106  0.3221
O -1.24842 -0.46883 2.80566  -0.6385
H -0.38953 -0.08013 2.58354  0.3248
H -1.30274 -1.07542 2.06156  0.3017
O -1.44300 2.45604 1.14661  -0.6284
H -2.00317 1.91448 1.71945  0.3333
H -2.09567 2.83766 0.54847  0.3045
O 0.17212 -0.15906 0.12160  -0.5626
H 0.52137 0.42076 -0.56879  0.2919
H -0.69403 -0.27661 -0.30544  0.3055



Which value of largest force on an atom does entry 3 give?
4.0 eV Å⁻¹



What is the largest force on an atom in the first record?
3.8 eV Å⁻¹



Which of these has the highest largest force on an atom?
H10O3Si4



Copy entry 3 word for word.
Molecular formula: H10O3Si4
Method: DFT, ωB97M-V/def2-TZVPD

Results
* E_HOMO: -10.593 eV
* multiplicity: 1
* largest force on an atom: 4.0 eV Å⁻¹
* relative energy (zero: lowest compared OMol25 entry of this formula, charge and spin): 4.55 kcal per mole
* structure (SMILES): [SiH3]O[SiH](O[SiH3])O[SiH3]

Each line ends with the Mulliken charge.
CARTESIAN COORDINATES (ANGSTROEM)
Si 1.37917 -2.22551 -0.31221  0.3245
O 0.67262 -1.36086 0.95599  -0.1134
Si -0.25522 -0.01403 1.09342  0.2762
O -1.35609 -0.07199 -0.09966  0.1654
Si -2.85367 0.10803 -0.51407  0.1443
O 0.78284 1.27017 0.91544  0.1286
Si 1.61527 2.11803 -0.09386  0.1775
H 0.35683 -1.92071 -1.37751  -0.0936
H 1.60202 -3.62039 0.39207  -0.0740
H 2.73461 -1.71158 -0.36932  -0.0973
H -0.62581 0.20181 2.45282  -0.1535
H -3.12513 1.53460 -0.94304  -0.1020
H -3.64687 -0.27470 0.59566  -0.1242
H -2.80665 -0.83824 -1.69143  -0.1069
H 2.73684 1.29782 -0.75673  -0.1266
H 0.68548 2.25503 -1.14038  -0.1357
H 2.10379 3.25252 0.89282  -0.0895